No. 1
A 8-piece molecular cluster, C56H52F2N9O21 overall at a distorted geometry, computed with ωB97M-V/def2-TZVPD.

```
140
C56H52F2N9O21 (ωB97M-V/def2-TZVPD)
C 3.61407 -0.80430 -5.14269
C 3.06247 2.10620 -0.07801
H 6.66493 6.12053 4.11190
H 2.02120 8.04636 -3.38919
O -0.16091 1.32060 11.25698
H -1.45011 0.91284 7.61585
C 6.17100 6.15555 3.14972
C 7.93171 -3.46751 -0.53002
O 3.73192 5.25562 -0.99400
O 1.16867 -0.41035 -2.61235
H -7.94400 -3.68507 -1.80247
H 0.97304 7.94106 -5.63007
C 7.66110 -2.16018 -0.16136
O 6.96868 0.97356 -1.65622
C -2.69790 -0.90298 0.67600
C -2.19060 0.80783 8.39488
O 7.17011 0.44404 0.41979
O -6.88331 -2.10782 -0.98109
O -5.12246 -3.75541 0.46485
F -3.46585 0.52530 4.14395
N -2.99196 -9.83793 -2.46616
C -5.20027 -0.64847 0.86822
C -6.19855 -1.15524 1.89047
N 7.17452 0.17246 -0.76720
N 4.20407 6.29589 -0.57791
H -6.67016 0.54451 -0.14017
C 3.85477 -0.39562 -6.44417
H 7.80036 -3.12897 -3.89821
C -3.83536 -8.63830 -2.53566
C -5.09548 -8.73932 -3.09963
H -2.55105 1.61163 -0.14883
H 4.32821 -1.42641 -4.62332
O 0.34937 1.38102 9.16832
O -0.24629 2.29436 1.16080
H -5.49183 0.21529 8.82020
O -0.61629 3.42984 -6.17418
C 4.90218 6.24812 0.71488
C 1.97536 1.86423 0.74054
C -6.17432 -0.99393 -1.51467
N -0.44273 1.23379 10.07672
H 5.13099 1.70430 -0.40763
H 4.76260 -0.70330 -6.94563
H 8.20259 -4.83549 -2.15794
H -6.84234 -0.46772 -2.20555
H -5.99851 -5.47888 -2.76285
H -3.21787 -0.81622 -1.40450
C -4.16368 -3.00811 0.09815
C 4.27823 1.51349 0.22440
H -3.78071 -5.34628 -1.75872
C 4.39210 0.68338 1.33481
H 2.97055 2.74759 -0.94236
C -5.40518 -6.38520 -2.70384
H -6.86903 -7.66269 -3.62116
O -1.23087 -2.71312 4.05981
C 1.58801 7.11934 -3.74192
C 7.76091 -2.85605 -2.85280
O -6.10444 -3.52887 -2.52392
C -2.37024 -0.50711 -0.79848
H -3.84353 -3.19279 2.28842
H 4.59831 4.13246 0.93997
C 7.48700 -1.54699 -2.49343
C -2.11118 1.00558 -0.94180
H -2.69506 -0.00293 1.29467
O -3.29259 -3.29387 -0.75155
H -4.82837 0.43340 11.19211
H -5.88455 -2.89675 2.94248
O -1.89517 -9.73757 -1.95065
C 1.06417 4.80758 -3.38109
C 6.06003 7.36361 2.47257
N 0.69115 2.50085 0.42332
O -7.36766 -0.89745 1.97525
H -0.22586 -0.70388 -1.10130
H 7.61967 -1.88569 0.88199
C -3.66905 -0.78140 4.35557
H 1.05141 1.43848 -6.97238
C 7.98540 -3.81448 -1.87334
H -5.07128 0.68664 -0.82594
N -0.11472 3.49567 -5.06740
H -5.29346 -1.27421 -2.09126
H 3.36688 -0.19300 3.00508
H -1.22258 -1.46856 -2.35377
H 0.60689 0.69967 -4.66356
C -3.34780 -7.43629 -2.04596
H -2.47523 0.89500 11.77677
H 3.13182 0.74013 -8.11441
O -0.05178 2.58078 -4.27138
H -2.36467 -7.37810 -1.60325
C 3.28251 0.45326 2.14190
N -5.48937 -1.98325 2.76588
F -3.16571 -3.56708 4.53973
C -3.51262 0.54504 8.07092
C 0.47941 4.76711 -4.63218
C -1.11999 -1.27845 -1.28500
N -3.08872 -1.56623 3.32956
H 1.20215 0.86089 2.47240
C 1.51494 0.39695 -5.16152
H 5.33360 8.35103 0.71327
H 2.08018 6.00409 -1.95115
C -2.76922 0.79813 10.74247
C -4.12318 -2.14670 2.36653
C -6.98957 -3.14445 -1.81176
C 5.64937 4.99297 2.59778
H 1.08749 3.92953 -2.75374
C 2.93578 0.41488 -7.10062
H 8.10264 -4.21592 0.23116
H -1.87355 -1.51943 1.03879
C -5.77901 -0.02973 -0.40761
C -4.08835 0.53771 10.41028
H -0.01892 5.82501 -6.43437
H 5.33247 0.22099 1.58237
C 5.42282 7.41482 1.24389
C -4.14013 -6.30168 -2.13326
C 0.43843 5.87600 -5.45707
H -4.75391 0.22874 1.36352
H 6.46806 8.26726 2.90404
O -4.24909 -1.12742 5.32401
C -4.45978 0.41423 9.07742
C -1.84013 0.93452 9.72719
H 7.30937 -0.79832 -3.25096
H -2.52690 1.34347 -1.89721
O 0.63853 3.19354 -0.57760
H -5.46030 -9.68524 -3.47158
C -2.39899 -2.62842 3.98290
O 4.13363 7.36557 -1.15135
C 2.06436 1.04367 1.84774
C 5.00821 5.03483 1.37086
H -3.80638 0.44357 7.03674
C -4.02301 -1.65441 0.85262
C 0.99816 7.06081 -5.00179
C 1.62285 5.99067 -2.93398
H -1.05324 1.24917 -0.99139
H 5.73835 4.05269 3.12424
O 3.05887 -1.44362 -2.56017
C 2.44789 -0.39596 -4.52097
C -5.88206 -7.60159 -3.18077
O -3.43263 -10.87474 -2.93191
H -1.03081 -2.22885 -0.76585
C 1.76825 0.80941 -6.46131
N 2.20096 -0.78825 -3.12427
C 7.44668 -1.21864 -1.15092
```

Computed properties:
Energy: -4437.20373 Ha
2S+1: 1
Relative energy (zero: lowest compared OMol25 entry of this formula, charge and spin): 0.0 kJ/mol
Total charge: -1
M: 1225.1 g/mol
HOMO-LUMO gap: 6.011 eV
E_HOMO: -5.62 eV

***

No. 2
A 2-piece molecular cluster, C9H14 overall at a distorted geometry, computed with ωB97M-V/def2-TZVPD.

```
23
C9H14 (ωB97M-V/def2-TZVPD)
H 0.76339 2.38743 0.09010
H -1.90746 -3.66427 -0.02805
C -0.74451 0.47215 -1.44309
H -1.23332 -0.57448 -3.35441
H 0.52261 2.60693 2.60585
C -0.56214 -2.14421 -0.46546
H 2.36319 2.93038 0.16164
C -0.87103 -0.60754 -2.33408
C -0.65432 0.24317 -0.08646
H -0.40517 -4.29418 -0.69270
H -0.85852 -2.69098 -2.55099
H -0.54182 1.06820 0.61546
C -0.74675 -1.88768 -1.81103
H -0.46939 -3.85136 1.00110
C 1.41006 3.00894 0.71086
C -0.66474 -1.04769 0.45167
H -0.53096 1.49512 -1.88707
H 2.21282 3.24835 2.77436
C -0.81146 -3.59228 -0.00373
H -0.75802 -1.30734 1.48651
C 1.53300 2.61748 2.17819
H 1.93313 1.59479 2.14981
H 1.02143 3.98907 0.43152
```

Computed properties:
Energy: -351.25417 Ha
2S+1: 2
Relative energy (zero: lowest compared OMol25 entry of this formula, charge and spin): 66.0 kJ/mol
Total charge: -1
M: 122.2 g/mol
HOMO-LUMO gap (alpha / beta): 2.676 / 7.280 eV
E_HOMO (alpha / beta): 1.00 / -3.68 eV

***

What is the formula in the second record? C9H14

***

What is the relative energy (zero: lowest compared OMol25 entry of this formula, charge and spin) in the second record? 66.0 kJ/mol